Below is a cluster of 11 separate species, C17H17Br2Cl30N4 in total at a distorted geometry, with properties calculated with the ωB97M-V functional and the def2-TZVPD basis.

Computed properties:
Maximum force (eV Å⁻¹): 7.36
E_LUMO (eV): -3.7901
Net charge: +1
E (Ha): -19830.21309
E_HOMO (eV): -11.85
ΔE to the lowest compared entry with this formula, charge and spin (eV): 5.065

Geometry (Å):
C (-1.26, 3.57, -1.65)
C (-1.20, 2.65, -2.60)
N (-0.60, 1.63, -3.52)
C (-0.40, 0.34, -3.10)
N (-0.70, -0.28, -1.80)
C (-0.18, -1.66, -2.02)
N (0.35, -1.74, -3.38)
C (1.00, -2.84, -4.14)
Br (-0.09, -4.03, -5.32)
C (2.45, -2.95, -4.00)
C (3.30, -4.07, -4.81)
Br (3.51, -1.75, -2.78)
N (0.24, -0.57, -4.08)
H (-1.21, 4.37, -0.80)
H (-0.32, 1.96, -4.45)
H (-0.17, -2.53, -1.27)
H (4.03, -4.55, -4.05)
H (3.90, -3.63, -5.70)
H (2.64, -4.92, -5.24)
H (0.55, -0.38, -5.06)
C (0.93, -3.54, 1.80)
Cl (2.35, -2.59, 1.33)
Cl (0.03, -4.07, 0.36)
Cl (1.39, -4.93, 2.77)
H (0.28, -2.90, 2.39)
C (-0.19, -2.32, -9.09)
Cl (-0.12, -1.12, -7.79)
Cl (-1.47, -3.51, -8.79)
Cl (-0.43, -1.53, -10.66)
H (0.77, -2.85, -9.12)
C (0.06, 0.51, 2.47)
Cl (-0.99, -0.84, 2.94)
Cl (-0.58, 1.32, 1.04)
Cl (0.24, 1.65, 3.81)
H (1.04, 0.11, 2.23)
C (1.05, 3.29, 7.50)
Cl (0.01, 1.94, 7.97)
Cl (0.41, 4.10, 6.07)
Cl (1.23, 4.43, 8.84)
H (2.04, 2.89, 7.26)
C (-0.77, -4.82, 6.18)
Cl (0.20, -6.18, 5.61)
Cl (-0.69, -3.47, 5.03)
Cl (-2.45, -5.31, 6.45)
H (-0.35, -4.48, 7.13)
C (0.45, 7.90, 10.24)
Cl (0.52, 9.05, 11.59)
Cl (-0.84, 6.72, 10.50)
Cl (0.22, 8.75, 8.71)
H (1.40, 7.37, 10.20)
C (3.73, -1.92, 5.04)
Cl (4.70, -3.29, 4.46)
Cl (3.81, -0.57, 3.89)
Cl (2.05, -2.42, 5.30)
H (4.14, -1.59, 5.99)
C (-4.35, 7.02, 11.97)
Cl (-5.57, 5.75, 11.72)
Cl (-5.05, 8.62, 11.67)
Cl (-3.69, 6.92, 13.61)
H (-3.54, 6.86, 11.26)
C (0.66, 2.09, -10.50)
Cl (2.11, 1.15, -10.12)
Cl (-0.02, 2.81, -9.03)
Cl (1.02, 3.34, -11.69)
H (-0.08, 1.42, -10.93)
C (-4.30, -4.14, -11.47)
Cl (-4.29, -5.28, -12.83)
Cl (-2.84, -3.14, -11.48)
Cl (-5.75, -3.12, -11.53)
H (-4.32, -4.71, -10.55)